Record 1
ORCA calculation (ωB97M-V/def2-TZVPD) on the molecule C5H6O.

```
! RIJCOSX wB97M-V def2-TZVPD def2/J DEFGRID3
* xyz 0 1
O 0.171 -2.271 -0.544
C 1.434 -0.191 -0.784
C -1.491 0.169 1.297
C 0.227 -1.044 -0.582
C 1.270 1.151 -1.010
C -1.077 -0.536 0.101
H -0.815 0.634 2.180
H -2.486 0.287 1.777
H -1.843 -1.041 -0.443
H 2.072 2.184 -0.884
H 0.071 1.159 -0.688
H 2.468 -0.499 -0.422
*
```

Summary:
HOMO-LUMO gap   9.2416 eV
F_max   4.70 eV/Å
Relative energy (zero: lowest compared OMol25 entry of this formula, charge and spin)   4.757 eV
SMILES string   C=CC(=O)C=C

---

Record 2
ORCA calculation (ωB97M-V/def2-TZVPD) on a structure of composition C56H47MnOP2SSi.

```
! RIJCOSX wB97M-V def2-TZVPD def2/J DEFGRID3
* xyz 3 2
Mn -0.472 -0.130 -0.121
S 0.537 0.455 1.638
P -0.984 2.010 -0.656
P 1.629 -0.939 -0.955
Si -3.154 -2.819 -0.535
O -0.024 -0.950 1.554
C 0.601 -3.456 -0.686
C -1.257 1.885 4.985
C -1.671 5.292 1.655
C 0.502 -4.815 -0.914
C -4.390 -6.617 0.470
C -2.297 5.429 4.199
C -5.014 -7.071 -0.685
C 2.908 -1.269 0.340
C 1.977 -3.214 -2.652
C -5.152 -6.225 -1.778
C 1.851 -4.574 -2.886
C 1.557 3.984 -3.908
C 0.029 2.857 -1.898
C -4.629 -4.948 -1.744
C -0.651 1.017 4.074
C 2.164 0.255 2.297
C 2.536 0.742 -4.522
C 4.586 -0.254 3.521
C -2.696 2.346 -1.202
C -0.948 2.596 2.209
C 1.133 -5.377 -2.014
C -0.967 3.066 0.862
C 6.284 -1.860 2.947
C -3.077 -1.915 1.119
C -2.277 -1.959 -1.977
C 2.576 -0.115 -2.273
C 1.366 -2.652 -1.535
C 3.889 1.034 -4.428
C 1.877 0.177 -3.447
C -4.995 1.634 -1.251
C 5.896 -0.786 3.985
C -2.108 4.339 5.278
C 5.206 -1.812 1.918
C -3.053 3.521 -1.857
C 5.032 -2.469 0.724
C -5.348 2.817 -1.881
C 3.901 -2.169 -0.041
C -3.872 -5.340 0.521
C -3.960 -4.487 -0.596
C 3.919 0.229 -2.164
C 1.131 3.638 -1.568
C -0.471 1.371 2.750
C 3.037 -0.621 1.600
C -3.678 1.406 -0.895
C -1.821 4.809 2.931
C 3.759 0.701 4.064
C 2.527 0.924 3.445
C -1.284 4.404 0.648
C 4.222 -0.889 2.319
C -4.377 3.761 -2.174
C 0.448 3.218 -4.236
C 4.574 0.791 -3.248
C 1.885 4.207 -2.580
C -1.597 3.146 4.548
C -1.449 3.476 3.187
C -0.309 2.642 -3.235
H -4.653 4.689 -2.652
H -2.398 -1.047 1.083
H 0.176 3.072 -5.271
H 2.344 -5.018 -3.737
H 4.416 1.441 -5.275
H -1.557 -1.139 -1.632
H -3.385 0.495 -0.373
H 1.836 1.617 3.900
H -5.674 -6.562 -2.658
H -2.702 -2.576 1.903
H -6.377 2.999 -2.151
H -5.757 0.898 -1.041
H -1.876 6.319 1.401
H -1.738 6.336 4.432
H 5.742 -3.194 0.360
H 6.635 0.018 4.043
H 1.074 -6.440 -2.191
H 2.165 4.413 -4.690
H -2.302 4.244 -2.132
H 5.624 1.026 -3.167
H -4.309 -7.259 1.335
H 7.260 -1.672 2.501
H 2.728 4.831 -2.330
H -0.313 0.044 4.401
H -4.753 -4.297 -2.594
H -3.342 5.731 4.109
H 2.560 -2.604 -3.327
H 6.341 -2.855 3.392
H 0.115 -3.015 0.182
H -0.033 -5.447 -0.219
H 0.818 -0.062 -3.499
H 2.004 0.951 -5.437
H 3.800 -2.670 -0.994
H -2.968 -1.484 -2.673
H -1.383 4.655 6.031
H 4.037 1.253 4.945
H 4.461 0.038 -1.250
H -1.401 1.582 6.009
H 1.381 3.819 -0.532
H -1.683 -2.672 -2.556
H -3.384 -5.008 1.426
H -3.030 4.106 5.812
H -1.176 2.042 -3.477
H 5.806 -1.195 4.993
H -4.054 -1.556 1.444
H -5.397 -8.078 -0.727
H -1.227 4.783 -0.361
*
```

Summary:
HOMO-LUMO gap (alpha / beta)   6.1001 / 6.0918 eV
F_max   2.39 eV/Å
Relative energy (zero: lowest compared OMol25 entry of this formula, charge and spin)   2.902 eV